Molecular formula: C4H6AgO
Method: DFT, ωB97M-V/def2-TZVPD

Atoms and positions in Å:
C 1.09 1.13 -1.00
C 0.16 1.38 -0.07
C -0.58 0.34 0.71
C -0.52 -1.02 0.14
O -0.38 -2.03 0.82
Ag -0.28 -4.08 0.61
H 1.61 0.17 -1.07
H 1.52 1.95 -1.58
H -0.21 2.40 0.05
H -0.29 0.32 1.77
H -1.69 0.51 0.60
H -0.42 -1.07 -0.99

As for the net charge: +1. The HOMO energy (spin up / spin down) comes out at -11.85 / -14.29 eV. Its LUMO energy (spin up / spin down) is -5.1 / -9.4 eV. Its spin multiplicity is 3. As for the relative energy (zero: lowest compared OMol25 entry of this formula, charge and spin): 0.0 kJ/mol.

***

Molecular formula: C4H6AlO3
Method: DFT, ωB97M-V/def2-TZVPD

Atoms and positions in Å:
C 2.42 2.63 -1.81
C 1.92 1.54 -1.92
H 2.81 3.64 -1.74
H 0.48 -0.18 -1.17
H 2.25 0.51 -2.10
Al -0.79 -2.77 -1.22
O -1.28 -2.24 0.32
C -0.75 -1.14 0.14
O -0.07 -1.04 -0.99
O -0.75 -0.13 0.91
C -1.44 -0.21 2.18
H -1.29 0.77 2.64
H -2.51 -0.39 1.99
H -1.00 -1.01 2.78

As for the net charge: +3. The HOMO energy (spin up / spin down) comes out at -24.49 / -22.80 eV. Its LUMO energy (spin up / spin down) is -15.3 / -17.9 eV. As for the relative energy (zero: lowest compared OMol25 entry of this formula, charge and spin): 0.0 kJ/mol.

***

Short version: E = -10278.8715; -16944.4347 eV, in the order given.